Record 1
C6H13NO2 | wB97M-V/def2-TZVPD

```
22
Properties=species:S:1:pos:R:3:forces:R:3:nbo_charge:R:1
O 1.636293 1.184105 -1.526336 -0.7 -1.1 1.4 -0.56
O 0.030754 -2.061037 0.173545 0.5 -0.1 0.1 -0.76
N -0.185670 0.995496 -0.017058 1.5 0.9 0.1 -0.55
C 0.362023 -1.372525 -1.038811 -3.4 -0.5 -0.3 -0.21
C 2.176727 0.518873 0.731295 0.3 -0.7 -0.6 -0.74
C -0.593018 1.209365 1.360785 0.8 0.1 0.4 -0.42
C 1.260265 0.801032 -0.433724 -1.0 3.4 0.7 0.77
C -0.898752 0.215320 -0.889891 2.2 -2.7 -1.7 0.12
C -2.289562 -0.235762 -0.561809 0.4 -0.3 0.3 -0.67
H 3.136792 0.199218 0.325012 0.0 0.1 0.1 0.24
H -0.159916 0.499340 2.069346 0.1 -0.1 0.0 0.18
H 2.327887 1.448126 1.288419 -0.2 -0.1 0.0 0.25
H -2.924669 0.612682 -0.287767 0.1 0.0 -0.2 0.23
H -0.273953 2.213612 1.640566 0.0 0.0 0.2 0.20
H -1.664433 1.177612 1.561363 0.0 -0.1 -0.7 0.22
H 1.412016 -1.512659 -1.307622 0.1 1.0 0.3 0.18
H 0.750037 -2.655121 0.429358 -0.2 0.2 -0.2 0.47
H -2.263371 -0.902302 0.305041 0.0 0.0 -0.1 0.24
H 1.785262 -0.261408 1.381578 -0.1 0.1 0.1 0.23
H -0.711798 0.512604 -1.917718 -0.4 0.2 0.0 0.20
H -2.731810 -0.770078 -1.403212 0.0 0.1 0.1 0.23
H -0.181106 -1.816494 -1.882361 0.0 -0.3 0.0 0.15
```
Positions in Å, forces in eV/Å.

As for the energy above the lowest of the compared OMol25 structures with the same formula, charge and spin: 92.7 kcal/mol. The orbital gap comes out at 8.26 eV. The value obtained for the HOMO energy is -0.2759 Eh. Its net charge is 0. The value obtained for the energy is -441.532327 hartree. The calculation puts the maximum force at 3.90 eV Å⁻¹.

Record 2
C5H3N3 | wB97M-V/def2-TZVPD

```
11
Properties=species:S:1:pos:R:3:forces:R:3:nbo_charge:R:1
N 0.128243 0.394927 -1.035414 -3.2 1.2 -2.1 -0.62
N -2.953542 -0.732268 0.953195 2.1 -0.9 -2.4 -0.63
N -4.120669 -2.722296 1.697710 -1.1 -1.6 0.4 -0.35
C -1.819400 -0.793274 0.204224 4.1 5.2 -3.2 0.06
C 1.338081 0.197906 -0.552343 0.7 0.7 0.2 0.16
C -3.583418 -1.807669 1.288647 -0.5 -1.4 0.4 0.41
C -0.966645 0.102697 -0.364613 -4.8 -5.8 3.5 0.13
C 2.364095 0.156285 0.060275 -3.7 1.1 -1.5 -0.23
H 3.244087 -0.197159 0.249734 4.7 -1.6 1.5 0.21
H -0.226476 0.794874 -1.954076 2.3 -0.5 1.1 0.44
H -3.194347 0.002033 1.485762 -0.6 3.6 2.0 0.41
```
Positions in Å, forces in eV/Å.

As for the energy above the lowest of the compared OMol25 structures with the same formula, charge and spin: 140.1 kcal/mol. As for the structure (SMILES): C#CNC#CNC#N. The orbital gap comes out at 8.74 eV. The value obtained for the HOMO energy is -0.3318 Eh. Its net charge is 0. The value obtained for the energy is -356.348736 hartree. The calculation puts the maximum force at 8.31 eV Å⁻¹.

Record 3
C3H12N2S | wB97M-V/def2-TZVPD

```
18
Properties=species:S:1:pos:R:3:forces:R:3:nbo_charge:R:1
S 2.004058 0.111038 0.921280 -1.0 1.7 -0.6 0.51
N -3.305704 -1.642994 0.082265 1.8 2.9 0.1 -0.83
N -1.520821 -0.165968 0.257814 1.8 -0.1 -3.4 -0.63
C 3.001532 0.160446 -0.584077 1.2 0.3 1.3 -0.77
C 1.375246 1.862035 0.761900 2.0 0.8 0.0 -0.76
C -2.000922 -1.344343 -0.491446 -1.6 1.6 1.4 -0.08
H -0.791262 0.379090 -0.274434 -1.2 -0.6 1.3 0.39
H -3.592380 -2.539481 -0.215978 -1.5 -0.4 0.0 0.41
H 2.198219 2.642155 0.482050 -1.1 -1.8 0.4 0.26
H -2.006159 -1.128400 -1.576932 0.2 0.1 0.4 0.20
H 2.950057 -0.845982 -1.046299 0.2 1.0 -0.2 0.27
H -3.812936 -0.725039 0.217530 -0.2 -2.5 -0.6 0.41
H 0.592533 1.953839 0.015183 -0.1 -0.2 0.0 0.23
H 4.040422 0.426941 -0.175828 -1.1 -0.8 -0.8 0.27
H 2.674832 1.070960 -1.103834 0.0 -0.9 -0.6 0.25
H -1.464955 -0.210955 1.246070 0.0 -0.1 0.9 0.40
H 1.054127 2.177546 1.732742 -0.6 0.0 0.5 0.25
H -1.395887 -2.180881 -0.248006 1.0 -1.0 -0.2 0.22
```
Positions in Å, forces in eV/Å.

As for the energy above the lowest of the compared OMol25 structures with the same formula, charge and spin: 29.7 kcal/mol. The orbital gap (spin up / spin down) comes out at 10.55 / 3.97 eV. The value obtained for the HOMO energy (spin up / spin down) is -0.4908 / -0.4481 Eh. As for the spin multiplicity: 2. Its net charge is +1. The value obtained for the energy is -628.828567 hartree. The calculation puts the maximum force at 3.80 eV Å⁻¹.

Record 4
C3H10NS | wB97M-V/def2-TZVPD

```
15
Properties=species:S:1:pos:R:3:forces:R:3:nbo_charge:R:1
S 0.271738 0.401213 0.429404 1.5 -1.1 -3.6 0.10
N -1.856721 1.126550 -1.260873 1.1 -0.3 0.9 -0.82
C 0.604210 -1.131209 -1.146863 -1.2 1.3 2.6 -0.46
C 2.099429 -0.080849 1.847446 -3.0 0.3 -0.5 -0.18
C -1.587071 0.451008 -0.030180 -2.0 -3.2 2.6 -0.24
H 2.904289 0.039908 1.153581 0.2 0.5 -0.4 0.23
H 0.294453 -1.932923 -0.447157 0.3 0.2 -1.0 0.23
H -0.984518 1.624243 -1.401506 -0.5 1.0 -0.9 0.38
H 1.875342 -1.077753 2.139105 0.0 -0.7 0.5 0.22
H -2.130175 0.778133 0.890105 0.6 0.4 -0.7 0.23
H 1.637657 -1.114843 -1.447280 0.2 0.1 0.1 0.23
H -0.119019 -0.864164 -1.929943 0.3 0.0 0.5 0.24
H 1.603180 0.712408 2.394024 1.1 0.0 0.5 0.24
H -1.926607 -0.636469 -0.071512 0.9 1.1 -0.1 0.21
H -2.686190 1.704740 -1.118357 0.7 0.4 -0.3 0.40
```
Positions in Å, forces in eV/Å.

As for the energy above the lowest of the compared OMol25 structures with the same formula, charge and spin: 110.0 kcal/mol. The orbital gap comes out at 7.27 eV. The value obtained for the HOMO energy is -0.5105 Eh. Its net charge is +1. The value obtained for the energy is -572.823928 hartree. The calculation puts the maximum force at 4.62 eV Å⁻¹.

Record 5
C5H14N2S | wB97M-V/def2-TZVPD

```
22
Properties=species:S:1:pos:R:3:forces:R:3:nbo_charge:R:1
S -0.378686 -2.999684 0.339773 -1.2 1.0 1.2 -0.12
N 2.119591 0.393368 0.876060 -1.8 -5.1 -2.6 -0.88
N -1.190301 0.055561 -0.616374 2.9 0.4 3.6 -0.67
C -1.404379 -1.665436 1.296579 0.8 -1.0 2.3 -0.51
C -2.036611 -0.718107 0.278078 -0.8 2.5 2.3 -0.24
C -0.174955 1.088937 -0.016939 -0.1 -1.7 -0.4 -0.23
C 1.276664 0.487945 -0.377848 -0.5 1.2 3.9 -0.08
C 1.681865 1.308520 -1.544749 -0.3 3.2 -2.7 -0.63
H -1.525754 0.449946 -1.416755 -1.9 0.6 -2.2 0.38
H 0.651842 1.750190 -1.939097 2.5 -0.3 0.5 0.19
H 1.201327 -0.536297 -0.567248 -0.7 -1.4 -1.0 0.21
H 1.986580 0.874210 -2.481935 0.6 -1.2 0.1 0.22
H -0.427706 -2.116069 -0.659072 0.3 -0.1 -0.5 0.14
H -2.306787 -1.982997 1.993946 1.7 -0.3 -1.9 0.23
H -0.224910 2.140185 -0.497989 -0.6 -1.8 1.0 0.19
H -0.714315 -1.253581 2.181715 -1.1 -0.2 -2.5 0.22
H -2.526923 -0.026743 1.140184 0.1 -0.9 -2.3 0.16
H 2.474995 1.159564 1.235173 2.0 4.3 2.3 0.35
H 2.446175 2.184994 -1.473125 -1.5 -1.4 0.6 0.23
H -0.260543 1.164710 1.086495 -0.3 -0.2 -0.7 0.20
H 2.109147 -0.478881 1.484516 -0.2 2.0 -1.6 0.39
H -2.776315 -1.280335 -0.321389 0.2 0.4 0.5 0.22
```
Positions in Å, forces in eV/Å.

As for the energy above the lowest of the compared OMol25 structures with the same formula, charge and spin: 75.5 kcal/mol. As for the structure (SMILES): C[C@@H](N)CNCCS. The orbital gap comes out at 9.31 eV. The value obtained for the HOMO energy is -0.3067 Eh. Its net charge is 0. The value obtained for the energy is -706.469821 hartree. The calculation puts the maximum force at 6.03 eV Å⁻¹.